C6H13O | ωB97M-V/def2-TZVPD

Calculated values
E: -8479.2853 eV
HOMO-LUMO gap: 5.534 eV

Geometry as ORCA input:
```
! wB97M-V def2-TZVPD RIJCOSX def2/J DEFGRID3
* xyz -1 1
H 1.05 0.76 0.58
C 0.48 -0.18 0.66
H 1.48 0.24 -3.01
H -0.65 -1.35 3.25
H -1.41 0.86 1.23
H -0.90 -1.15 -0.59
H -0.77 0.33 -2.51
H 0.83 -1.39 -1.08
C -0.11 0.50 -1.67
C -0.63 0.21 1.68
H -2.26 -1.11 2.55
H -0.99 -1.88 1.66
H 1.22 -0.83 1.14
C 1.23 1.05 -2.27
H 2.01 1.06 -1.50
C -1.18 -1.05 2.34
H -0.18 0.92 2.37
O 1.11 2.25 -2.91
H -0.43 1.41 -1.17
C 0.10 -0.66 -0.73
*
```

These are the natural (NBO) partial charges, in e, on atoms 1 to 2: number 1, H, carries 0.210; number 2, C, carries -0.394


C5H9BaO3 | ωB97M-V/def2-TZVPD

Calculated values
E: -12163.2770 eV
⟨S²⟩: 0.750
HOMO-LUMO gap (alpha / beta): 4.826 / 5.859 eV

Geometry as ORCA input:
```
! wB97M-V def2-TZVPD RIJCOSX def2/J DEFGRID3
* xyz 0 2
H 2.97 -1.49 0.74
H -3.43 0.83 -0.88
H -3.70 -0.20 0.55
C 0.44 1.31 -0.27
O 1.19 0.38 0.31
C 2.47 -1.60 -0.24
O 1.02 2.39 -0.50
C -1.64 0.16 0.13
H -3.22 1.50 0.76
H -1.50 -0.74 -0.48
C 1.05 -1.09 -0.31
H 2.43 -2.68 -0.46
H 0.48 -1.57 0.50
C -3.08 0.61 0.13
H -1.27 -0.03 1.14
Ba 3.51 2.19 0.32
H 3.13 -1.16 -1.01
O -0.84 1.22 -0.45
*
```

These are the natural (NBO) partial charges, in e, on atoms 1 to 2: number 1, H, carries 0.144; number 2, H, carries 0.219